83
Properties=species:S:1:pos:R:3 method="wB97M-V/def2-TZVPD" total_charge=+1 orbital_gap_ev=2.69 spin_multiplicity=1 total_energy_ha=-11490.5638
C 4.904 5.547 2.028
C 3.362 5.315 2.237
C 2.453 5.467 1.033
N 2.963 5.049 3.394
P 2.533 3.334 3.697
N 2.002 1.612 4.136
C 2.877 0.834 4.327
S 4.162 -0.042 4.323
H 5.430 4.592 1.913
H 5.248 6.131 2.892
H 4.990 6.178 1.130
H 3.015 6.012 0.258
H 2.154 4.489 0.619
H 1.606 6.115 1.297
H 2.265 3.064 2.336
H 1.481 3.789 4.545
H 3.822 3.017 4.168
Be 7.175 5.913 0.607
O 1.533 3.073 -0.376
Cl 1.167 1.744 -0.822
O 2.202 0.815 -0.475
O 0.991 1.756 -2.269
O -0.068 1.353 -0.189
F 1.351 1.011 6.155
O -1.673 5.708 4.742
Cl -1.504 4.281 4.669
O -0.666 3.962 3.521
O -2.779 3.638 4.520
O -0.840 3.806 5.860
C -2.881 0.080 -2.743
Br -4.557 -0.671 -2.119
Br -2.713 1.939 -2.214
Br -1.378 -0.968 -2.195
H -2.907 0.060 -3.826
C 3.803 -3.211 6.131
C 2.483 -3.241 5.365
C 1.290 -2.772 6.196
C 0.980 -3.628 7.426
C 0.714 -5.105 7.138
C -0.508 -5.338 6.256
H 3.787 -3.886 6.988
H 4.626 -3.521 5.482
H 4.020 -2.203 6.492
H 2.309 -4.248 4.976
H 2.572 -2.587 4.492
H 0.407 -2.729 5.551
H 1.468 -1.743 6.526
H 0.108 -3.202 7.932
H 1.805 -3.552 8.140
H 0.558 -5.620 8.091
H 1.592 -5.570 6.680
H -1.405 -4.920 6.716
H -0.673 -6.408 6.110
H -0.386 -4.887 5.269
C -4.487 -0.925 -7.285
C -3.380 -0.354 -8.162
C -3.048 0.943 -7.449
O -3.306 0.719 -6.048
C -4.026 -0.509 -5.899
H -4.616 -2.003 -7.384
H -5.439 -0.444 -7.525
H -2.513 -1.018 -8.148
H -3.676 -0.204 -9.198
H -3.693 1.761 -7.785
H -2.008 1.242 -7.587
H -3.338 -1.251 -5.471
H -4.856 -0.360 -5.201
C 0.683 -1.202 -6.278
S 1.034 -1.216 -8.045
O -0.275 -1.164 -8.757
C 1.609 -2.919 -8.107
H 0.269 -0.228 -6.020
H -0.041 -1.982 -6.038
H 1.607 -1.361 -5.722
H 0.825 -3.587 -7.749
H 2.503 -3.022 -7.493
H 1.849 -3.159 -9.141
N -7.467 -2.158 -2.991
H -7.477 -2.902 -3.693
H -7.992 -2.460 -2.166
H -6.492 -1.951 -2.723
H -7.897 -1.315 -3.380
Li -1.623 3.393 -3.692

66
Properties=species:S:1:pos:R:3 method="wB97M-V/def2-TZVPD" total_charge=0 orbital_gap_ev=8.66 smiles=CC1(C)CCCC(C)(C)N1O.COCCNCCOC.CO.CO de_lowest_kcal_mol=52.3 spin_multiplicity=1 total_energy_ha=-1158.4380
C 0.977 -3.111 -2.556
C 1.414 -2.136 -3.680
C 2.588 -2.724 -4.524
C 0.183 -2.010 -4.618
C 0.183 -0.924 -5.662
C 0.457 0.357 -4.831
C 1.754 0.421 -3.950
C 2.977 0.463 -4.889
C 1.675 1.790 -3.167
N 1.649 -0.778 -3.072
O 2.550 -0.810 -2.011
H -0.016 -2.849 -2.190
H 0.906 -4.123 -2.953
H 1.684 -3.100 -1.726
H 2.599 -2.638 -5.610
H 3.557 -2.441 -4.114
H 2.742 -3.795 -4.394
H 0.150 -2.933 -5.196
H -0.747 -1.837 -4.077
H 0.938 -1.160 -6.412
H -0.750 -0.907 -6.225
H -0.386 0.558 -4.169
H 0.490 1.156 -5.571
H 3.812 0.419 -4.191
H 3.034 1.363 -5.503
H 3.110 -0.325 -5.631
H 1.603 2.656 -3.825
H 2.466 1.939 -2.432
H 0.738 1.791 -2.611
H 2.019 -0.799 -1.211
C -3.005 -0.935 7.750
O -3.389 -0.725 6.377
C -2.705 0.292 5.690
C -3.386 0.540 4.384
N -3.366 -0.659 3.588
C -4.391 -0.716 2.517
C -4.100 0.125 1.258
O -5.239 0.001 0.371
C -4.974 0.534 -0.873
H -3.343 -1.946 7.980
H -3.548 -0.293 8.443
H -1.930 -0.814 7.881
H -1.631 0.108 5.724
H -2.900 1.149 6.335
H -2.877 1.351 3.863
H -4.390 0.889 4.628
H -3.490 -1.309 4.351
H -5.332 -0.493 3.021
H -4.524 -1.693 2.054
H -3.200 -0.244 0.767
H -3.889 1.131 1.621
H -5.938 0.829 -1.288
H -4.675 -0.279 -1.534
H -4.296 1.382 -0.771
C 1.190 1.280 2.481
O 0.834 -0.073 2.187
H 1.400 1.340 3.548
H 2.022 1.599 1.854
H 0.328 1.911 2.262
H -0.010 -0.193 2.628
C 6.518 3.497 3.506
O 7.796 3.987 3.937
H 6.089 4.167 2.761
H 6.542 2.492 3.084
H 5.848 3.381 4.358
H 7.607 4.871 4.259